(1)
{"formula": "C3H11NO2", "method": "wB97M-V/def2-TZVPD", "elements": ["C", "C", "N", "C", "O", "H", "H", "H", "H", "H", "H", "H", "H", "H", "O", "H", "H"], "xyz": [[1.8385, 0.3489, -0.0671], [0.6667, 0.4191, -1.0407], [-0.5479, 0.3312, -0.2316], [-1.6814, -0.4347, -0.6972], [-2.5188, 0.3125, -1.5580], [2.8583, 0.3445, -0.4985], [1.8233, -0.5302, 0.5482], [1.9608, 1.3417, 0.3984], [0.7433, 1.3634, -1.5928], [0.6097, -0.4691, -1.6682], [-0.8681, 1.2370, 0.0874], [-2.2800, -0.7562, 0.1777], [-1.2762, -1.2272, -1.3566], [-3.0580, 0.9630, -1.1065], [0.6001, -1.4941, 2.8756], [1.0250, -0.8313, 3.4401], [0.1047, -0.9186, 2.2899]], "nbo_charge": [-0.6273, -0.2200, -0.6656, 0.0937, -0.7428, 0.2068, 0.2256, 0.2029, 0.1817, 0.1893, 0.3560, 0.1597, 0.1767, 0.4647, -0.9370, 0.4625, 0.4729], "e_above_lowest_kj_mol": 80.2, "gap_ev": 9.9, "homo_energy_ev": -9.1, "total_charge": 0, "fmax_ev_per_a": 2.32, "lumo_energy_ha": 0.029, "spin_multiplicity": 1}


(2)
{"formula": "C32H52O4SbSi3Sn", "method": "wB97M-V/def2-TZVPD", "elements": ["Sn", "C", "C", "C", "C", "C", "H", "H", "H", "H", "H", "O", "C", "C", "O", "O", "C", "C", "C", "C", "C", "C", "C", "C", "C", "C", "C", "C", "H", "H", "H", "H", "H", "H", "H", "H", "H", "H", "H", "C", "Si", "C", "C", "Sb", "Si", "C", "C", "C", "Si", "C", "C", "C", "H", "H", "H", "H", "H", "H", "H", "H", "H", "H", "H", "H", "H", "H", "H", "H", "H", "H", "H", "H", "H", "H", "H", "H", "H", "H", "H", "C", "C", "C", "C", "O", "H", "H", "H", "H", "H", "H", "H", "H", "H"], "xyz": [[-0.5540, 1.1450, -0.2339], [-2.7418, 2.6658, -0.3693], [-3.1040, 1.4282, -1.0790], [-3.4436, 0.4816, -0.1158], [-3.3220, 1.0922, 1.1657], [-2.8899, 2.4176, 1.0136], [-2.5588, 3.6272, -0.8360], [-3.2245, 1.3341, -2.1503], [-3.8197, -0.5146, -0.3090], [-3.6527, 0.6490, 2.0903], [-2.7757, 3.1492, 1.8021], [-0.4891, 0.8542, -2.6320], [-0.0158, -0.4063, -3.2122], [0.1480, -1.3858, -2.0310], [0.3709, -2.5544, -2.2791], [-0.0024, -0.8916, -0.8248], [1.3090, -0.1598, -3.9403], [1.3914, 0.9400, -4.7934], [2.5700, 1.2377, -5.4599], [3.6859, 0.4256, -5.2922], [3.6016, -0.6885, -4.4719], [2.4188, -0.9840, -3.7990], [-1.0890, -0.9661, -4.1528], [-0.7748, -1.5158, -5.3919], [-1.7867, -1.9603, -6.2358], [-3.1171, -1.8634, -5.8510], [-3.4346, -1.3413, -4.6043], [-2.4254, -0.9004, -3.7601], [-0.9081, 1.3905, -3.3204], [0.5264, 1.5747, -4.9598], [2.6141, 2.0994, -6.1169], [4.6098, 0.6537, -5.8123], [4.4631, -1.3360, -4.3415], [2.3582, -1.8712, -3.1838], [0.2576, -1.5950, -5.7060], [-1.5289, -2.3796, -7.2013], [-3.9034, -2.1929, -6.5206], [-4.4707, -1.2798, -4.2876], [-2.6746, -0.5051, -2.7819], [-3.6526, -1.5763, 3.2182], [-2.3039, -0.5458, 3.9913], [-2.7470, 1.2026, 4.4457], [-1.6858, -1.4251, 5.5121], [-0.3604, -0.4804, 2.2018], [0.2526, -2.9683, 1.4887], [0.2174, -3.6058, 3.2464], [1.9807, -2.9092, 0.8475], [-1.1167, -3.6875, 0.4916], [1.4547, 0.9662, 3.4407], [1.3072, 0.4153, 5.2233], [3.0544, 0.2537, 2.8155], [0.9590, 2.7513, 3.3853], [-4.6029, -1.4356, 3.7459], [-3.3870, -2.6362, 3.2856], [-3.8140, -1.3357, 2.1651], [-3.6465, 1.2102, 5.0715], [-2.9363, 1.8336, 3.5757], [-1.9340, 1.6549, 5.0224], [-2.5145, -1.5110, 6.2276], [-0.8778, -0.8824, 6.0067], [-1.3302, -2.4361, 5.2923], [0.7646, -2.9445, 3.9291], [0.6806, -4.6008, 3.3022], [-0.8128, -3.6981, 3.6060], [2.6473, -2.4427, 1.5762], [2.0131, -2.3403, -0.0861], [2.3424, -3.9223, 0.6376], [-2.0882, -3.3252, 0.8380], [-1.0996, -4.7803, 0.5693], [-0.9851, -3.4170, -0.5567], [1.2575, -0.6756, 5.3140], [0.4287, 0.8478, 5.7141], [2.1941, 0.7505, 5.7790], [3.2260, -0.7007, 3.3202], [3.9081, 0.9053, 3.0300], [3.0103, 0.0910, 1.7352], [0.0797, 2.8958, 4.0198], [0.7180, 3.0653, 2.3678], [1.7634, 3.3914, 3.7656], [3.1069, 1.5711, -1.2164], [2.2833, 2.4933, -0.3347], [1.6021, 3.5587, -1.2021], [3.2049, 3.2002, 0.6597], [1.2916, 1.7443, 0.3817], [3.9031, 2.1220, -1.7267], [2.4705, 1.1128, -1.9663], [3.5585, 0.7713, -0.6185], [2.3386, 4.1577, -1.7416], [0.9987, 4.2240, -0.5737], [0.9467, 3.0765, -1.9394], [3.8526, 3.8994, 0.1250], [3.8409, 2.4810, 1.1824], [2.6196, 3.7619, 1.3936]], "lowdin_charge": [1.3057, -0.1501, -0.1821, -0.1630, -0.2217, -0.1940, 0.1103, 0.0963, 0.1126, 0.0407, 0.1069, -0.1178, -0.2725, -0.5408, 0.0946, -0.2520, -0.1823, -0.0350, -0.0616, -0.0723, -0.0571, -0.0200, -0.1353, -0.0009, -0.0542, -0.0719, -0.0625, -0.0245, 0.1212, 0.1203, 0.1098, 0.1089, 0.1114, 0.1135, 0.1232, 0.1113, 0.1093, 0.1092, 0.0870, -0.2154, 0.3631, -0.1969, -0.2047, 1.1227, 0.4108, -0.2393, -0.1863, -0.1806, 0.3789, -0.2325, -0.2196, -0.2011, 0.0510, 0.0360, 0.0080, 0.0539, 0.0006, 0.0288, 0.0525, 0.0090, 0.0165, 0.0226, 0.0486, 0.0197, 0.0236, 0.0235, 0.0532, 0.0312, 0.0531, 0.0181, 0.0238, 0.0224, 0.0500, 0.0368, 0.0421, 0.0110, 0.0302, 0.0090, 0.0509, -0.0178, -0.6989, -0.0404, -0.0250, -0.4149, 0.1026, 0.0614, 0.0912, 0.0964, 0.0921, 0.0618, 0.0956, 0.0759, 0.0744], "e_above_lowest_kj_mol": 148.8, "gap_ev": 6.7, "homo_energy_ev": -11.3, "total_charge": 1, "fmax_ev_per_a": 1.25, "lumo_energy_ha": -0.166, "spin_multiplicity": 1}


(3)
{"formula": "C5H7N", "method": "wB97M-V/def2-TZVPD", "elements": ["C", "C", "C", "N", "C", "C", "H", "H", "H", "H", "H", "H", "H"], "xyz": [[-2.5479, -1.2790, 0.3049], [-1.5606, -0.8305, -0.2300], [-0.4691, -0.2140, -0.9745], [0.8998, -0.7627, -1.0007], [0.7140, 0.5288, -0.3626], [1.2300, 0.9943, 1.0061], [-3.4215, -1.6452, 0.8071], [-0.7679, 0.0975, -1.9738], [0.7211, -1.6233, -0.5178], [0.9703, 1.2996, -1.0889], [1.2012, 0.2483, 1.8031], [2.2884, 1.2723, 0.8661], [0.7424, 1.9139, 1.3609]], "nbo_charge": [-0.2207, -0.0517, -0.1588, -0.5858, -0.0348, -0.6255, 0.2383, 0.2179, 0.3673, 0.1898, 0.2179, 0.2221, 0.2240], "e_above_lowest_kj_mol": 345.3, "gap_ev": 10.1, "homo_energy_ev": -9.0, "total_charge": 0, "fmax_ev_per_a": 1.71, "lumo_energy_ha": 0.040, "spin_multiplicity": 1}


no.,electronic energy (eV)
1,-8873.6584
2,-78216.5878
3,-6784.9336